(1)
Entry from the OMol25 dataset: a gas-phase ion, C8H15N4OS (charge +1) in a non-equilibrium geometry (wB97M-V/def2-TZVPD).

Computed properties:
total charge	+1
energy relative to the best compared isomer or geometry (same formula, charge and spin)	392.2	kJ/mol
HOMO	-11.70	eV
energy	-27369.0274	eV
E_LUMO	-4.2	eV
SMILES string	CCCO/N=c1\c(=[NH2+])n1/C=C(\S)CN

Atoms and positions in Å:
C: -4.42 1.52 0.18
C: -3.82 1.22 1.55
C: -3.40 -0.25 1.56
O: -2.25 -0.54 2.38
N: -1.34 -0.78 1.45
C: -0.11 -0.67 1.55
C: 1.38 -0.65 1.78
N: 2.57 -0.63 2.36
N: 0.93 -0.65 0.50
C: 1.17 -0.43 -0.82
C: 2.40 -0.50 -1.41
S: 3.82 -0.58 -0.38
C: 2.78 -0.20 -2.79
N: 4.26 -0.23 -2.94
H: -5.43 1.07 -0.03
H: -4.44 2.56 -0.13
H: -3.75 1.09 -0.54
H: -4.54 1.44 2.33
H: -3.02 1.83 1.83
H: -4.23 -0.73 2.00
H: -3.25 -0.67 0.62
H: 3.32 -0.92 1.70
H: 2.59 -0.77 3.34
H: 0.14 -0.17 -1.29
H: 4.80 -0.37 -1.30
H: 2.32 -1.09 -3.50
H: 2.37 0.68 -3.22
H: 4.46 -1.08 -3.46
H: 4.69 0.53 -3.34

***

(2)
Entry from the OMol25 dataset: a molecular structure, C53H43Br2IN9O7RbS5 (wB97M-V/def2-TZVPD).

Computed properties:
total charge	-2
energy relative to the best compared isomer or geometry (same formula, charge and spin)	66.7	kJ/mol
HOMO	-3.43	eV
energy	-286424.1556	eV
E_LUMO	3.1	eV

Atoms and positions in Å:
Rb: -0.97 -0.77 -0.25
N: 5.27 -7.15 -0.93
C: 4.10 -6.45 -0.63
C: 3.42 -6.69 0.57
C: 2.25 -6.01 0.87
C: 1.74 -5.09 -0.03
C: 2.39 -4.86 -1.24
C: 3.57 -5.53 -1.53
S: 0.25 -4.20 0.35
O: -0.41 -4.98 1.37
O: -0.45 -4.08 -0.93
N: 0.56 -2.72 0.80
C: 1.29 -2.45 1.91
N: 1.20 -1.17 2.35
C: 1.95 -0.84 3.38
C: 2.82 -1.72 4.02
C: 2.81 -3.01 3.51
N: 2.07 -3.39 2.48
H: 5.80 -7.42 -0.11
H: 5.87 -6.67 -1.59
H: 3.82 -7.42 1.27
H: 1.73 -6.17 1.80
H: 1.99 -4.15 -1.96
H: 4.07 -5.34 -2.47
H: 1.87 0.19 3.72
H: 3.43 -1.43 4.86
H: 3.44 -3.78 3.95
S: -6.09 -1.70 6.29
C: -7.04 -3.06 5.89
C: -6.79 -3.50 4.63
C: -5.80 -2.71 3.97
C: -5.31 -1.70 4.75
C: -4.28 -0.71 4.40
C: -3.67 -0.74 3.12
N: -2.78 0.13 2.72
C: -2.40 1.11 3.56
C: -2.92 1.22 4.86
C: -2.48 2.27 5.74
C: -1.56 3.16 5.32
C: -1.02 3.10 3.99
C: -0.06 4.02 3.54
C: 0.43 3.92 2.26
C: -0.09 2.88 1.44
N: -0.98 2.01 1.85
C: -1.44 2.09 3.11
C: 1.45 4.83 1.72
C: 2.04 4.79 0.49
C: 3.00 5.81 0.30
C: 3.13 6.62 1.39
S: 2.09 6.14 2.66
C: -3.88 0.28 5.26
H: -7.73 -3.47 6.61
H: -7.28 -4.34 4.18
H: -5.46 -2.90 2.96
H: -3.93 -1.52 2.42
H: -2.89 2.32 6.74
H: -1.22 3.95 5.98
H: 0.28 4.79 4.21
H: 0.25 2.76 0.41
H: 1.79 4.05 -0.27
H: 3.57 5.94 -0.61
H: 3.79 7.47 1.52
H: -4.30 0.35 6.26
Br: 5.23 2.75 0.06
C: 4.44 1.05 -0.25
C: 5.23 -0.03 -0.60
C: 4.59 -1.24 -0.82
C: 3.21 -1.31 -0.67
N: 2.47 -0.26 -0.33
C: 3.07 0.91 -0.13
H: 6.30 0.07 -0.71
H: 5.14 -2.12 -1.12
H: 2.68 -2.24 -0.82
H: 2.43 1.75 0.09
N: -0.10 -2.22 -3.36
C: 1.18 -1.83 -3.56
O: 2.14 -2.58 -3.50
C: 1.29 -0.34 -3.87
I: 3.22 0.21 -4.56
H: -0.22 -3.08 -2.84
H: -0.83 -1.51 -3.29
H: 1.10 0.26 -2.98
H: 0.57 -0.04 -4.63
C: -2.94 2.05 -1.88
S: -3.06 0.36 -2.42
O: -4.07 0.31 -3.46
O: -1.70 0.03 -2.88
O: -3.40 -0.42 -1.22
H: -2.36 2.60 -2.61
H: -2.43 2.08 -0.92
H: -3.95 2.45 -1.79
C: -0.68 6.79 -7.16
C: 0.41 7.82 -7.29
O: 0.35 8.70 -8.12
S: 1.80 7.82 -6.19
C: 1.53 6.45 -5.10
C: 0.78 6.61 -3.93
C: 0.54 5.54 -3.10
C: 1.05 4.26 -3.39
C: 1.81 4.12 -4.56
C: 2.05 5.19 -5.39
C: 0.81 3.16 -2.51
C: 0.64 2.22 -1.73
H: -0.93 6.44 -8.16
H: -1.56 7.29 -6.75
H: -0.42 5.95 -6.51
H: 0.37 7.59 -3.69
H: -0.05 5.67 -2.20
H: 2.22 3.14 -4.79
H: 2.64 5.06 -6.29
Br: -2.98 -7.70 1.39
C: -3.35 -5.95 0.77
C: -3.37 -5.68 -0.59
C: -3.63 -4.38 -0.97
C: -3.84 -3.41 0.00
N: -3.81 -3.68 1.31
C: -3.56 -4.93 1.68
H: -3.16 -6.45 -1.31
H: -3.63 -4.09 -2.01
H: -4.03 -2.38 -0.29
H: -3.51 -5.13 2.74